(1)
Density functional theory data (wB97M-V/def2-TZVPD) for 5 unconnected molecules or ions with the total composition C2H13NO4.

```
20
Properties=species:S:1:pos:R:3:lowdin_charge:R:1
H -0.802 -2.624 0.869 0.099
H 1.443 -1.650 -1.038 0.041
H 3.768 0.505 0.306 0.041
C 0.605 -2.239 -0.660 -0.033
O -1.997 -0.083 3.779 -0.063
H -1.815 -0.184 4.714 0.030
H 0.419 0.027 0.598 0.051
O -1.127 1.723 -0.389 -0.066
N -0.097 -0.706 1.083 0.023
H -1.045 -0.353 1.125 0.056
C -0.149 -1.918 0.384 -0.299
H -0.867 1.588 -1.314 -0.004
H -1.479 0.648 3.435 0.025
O 3.262 0.699 -0.496 -0.066
H -0.590 2.036 -4.047 0.055
H -1.900 2.291 -0.422 0.039
H -0.190 0.672 -3.467 0.055
H 2.558 1.252 -0.132 0.028
H 0.543 -3.220 -1.105 0.031
O -0.539 1.536 -3.224 -0.044
```

The value obtained for the highest occupied orbital energy is -8.14 eV. Its frontier orbital gap is 8.6 eV. The calculation puts the LUMO energy at 0.01653 Eh.



(2)
Density functional theory data (wB97M-V/def2-TZVPD) for 4 unconnected molecules or ions with the total composition C2H13NO4.

```
20
Properties=species:S:1:pos:R:3:lowdin_charge:R:1
N -0.633 0.149 -1.397 -0.115
C -0.509 -1.263 -1.429 -0.314
C -1.655 0.641 -2.334 -0.113
H 0.219 0.628 -1.655 0.109
H -0.272 1.405 0.974 0.025
H 0.655 1.558 2.974 -0.004
O -0.160 2.333 1.212 -0.056
H 0.167 -1.775 -0.742 0.113
H -1.965 1.626 -1.978 0.073
H 1.254 1.185 4.271 0.054
O -0.050 -1.677 -2.732 -0.065
H -1.277 0.464 -3.352 0.083
H -2.590 0.079 -2.261 0.078
O 2.020 -1.368 2.015 -0.065
H 1.945 -0.423 2.197 0.002
H 1.290 -1.705 2.520 0.015
O 0.703 0.818 3.571 -0.046
H -0.612 2.795 0.506 0.036
H -0.179 -2.613 -2.844 0.071
H -1.495 -1.671 -1.133 0.121
```

The value obtained for the highest occupied orbital energy is -9.71 eV. Its frontier orbital gap is 10.4 eV. The calculation puts the LUMO energy at 0.02420 Eh.



Relative energies, hartree: (1) 0.0045; (2) 0.0000.



(1)
Density functional theory data (wB97M-V/def2-TZVPD) for C5H14NO2P in the gas phase.

```
23
Properties=species:S:1:pos:R:3:lowdin_charge:R:1
H -1.291 1.574 0.908 0.134
P 1.621 0.440 0.265 0.529
H 0.303 -1.706 1.075 0.125
O 2.280 -0.957 -0.115 -0.265
H -2.040 -1.931 0.362 0.105
C -1.773 -1.233 1.209 -0.094
O 2.041 0.855 1.572 -0.281
C -0.958 1.175 -0.072 -0.271
C -0.494 2.223 -1.085 -0.097
H 2.049 1.311 -0.687 0.053
H 0.634 -1.833 -1.044 0.043
H 1.621 -0.770 -1.969 0.090
H 2.156 -2.436 -1.462 0.076
H -1.956 -1.723 2.102 0.046
C -0.344 -0.794 1.179 -0.340
H -0.139 -0.346 2.196 0.135
H 0.461 2.728 -0.691 0.081
H -2.422 -0.335 1.223 0.076
H -0.265 1.714 -2.039 0.085
H -1.763 0.735 -0.535 0.074
C 1.617 -1.578 -1.219 -0.116
N -0.025 0.011 0.037 -0.243
H -1.314 2.875 -1.212 0.055
```

The value obtained for the highest occupied orbital energy is -9.56 eV. Its frontier orbital gap is 10.4 eV. The calculation puts the LUMO energy at 0.03098 Eh.



(2)
Density functional theory data (wB97M-V/def2-TZVPD) for C5H14NO2P in the gas phase.

```
23
Properties=species:S:1:pos:R:3:lowdin_charge:R:1
C -2.075 0.138 -2.372 -0.389
C 1.457 -0.108 0.114 -0.355
H -1.541 -0.872 -3.883 0.124
H -1.351 -0.403 1.705 0.085
C 0.565 -0.322 2.967 -0.063
H -1.958 1.175 -2.301 0.092
N 0.152 -0.401 0.538 -0.400
H -0.542 1.043 1.795 0.088
C -0.337 0.010 1.801 -0.348
C 1.548 1.319 -0.194 -0.085
H 1.197 1.872 0.636 0.061
H 0.246 -2.115 -1.095 -0.050
H 0.817 1.538 -0.953 0.076
H 0.217 0.411 3.667 0.069
H 0.614 -1.398 3.258 0.097
H 2.165 -0.328 1.003 0.124
O -2.199 -0.119 -3.737 -0.070
H -3.025 -0.271 -1.795 0.137
H 2.544 1.586 -0.490 0.080
H 1.680 -0.730 -0.740 0.090
O -0.896 -0.549 -1.989 -0.425
H 1.537 -0.022 2.547 0.053
P -0.814 -1.453 -0.482 1.006
```

The value obtained for the highest occupied orbital energy is -8.89 eV. Its frontier orbital gap is 9.9 eV. The calculation puts the LUMO energy at 0.03540 Eh.



Relative energies, hartree: (1) 0.0000; (2) 0.0572.



(1)
Density functional theory data (wB97M-V/def2-TZVPD) for C4H6F3NO2S in the gas phase.

```
17
Properties=species:S:1:pos:R:3:lowdin_charge:R:1
F 3.595 -0.211 -0.084 0.142
F 2.497 1.686 -0.252 0.122
H -2.097 -0.882 -0.914 0.112
H -0.836 -3.368 -0.206 0.132
H -1.593 1.952 -1.269 0.074
N -1.056 0.679 0.071 -0.426
S -0.208 0.093 1.195 1.121
C 2.371 0.356 -0.063 -0.836
H 0.346 -2.105 1.743 0.085
O -1.724 -1.800 -1.003 0.020
H -0.275 2.856 -0.232 0.083
O 1.727 0.009 0.975 -0.178
F 1.626 -0.083 -1.141 0.074
C -0.357 -1.711 0.988 -0.239
C -0.946 -2.297 -0.038 -0.245
H -1.892 2.649 0.494 0.084
C -1.178 2.177 -0.263 -0.125
```

The value obtained for the highest occupied orbital energy is -9.60 eV. Its frontier orbital gap is 9.3 eV. The calculation puts the LUMO energy at -0.01105 Eh.



(2)
Density functional theory data (wB97M-V/def2-TZVPD) for C4H6F3NO2S in the gas phase.

```
17
Properties=species:S:1:pos:R:3:lowdin_charge:R:1
F 2.341 1.063 0.109 0.097
C -0.812 2.232 -0.049 -0.247
C -1.422 -2.018 0.259 -0.141
H -0.665 3.299 -0.009 0.132
H -0.762 -2.864 -0.296 0.111
H 0.309 1.958 -1.832 0.081
C -0.313 1.492 -1.058 -0.320
F 3.329 -0.829 0.285 0.170
C 2.140 -0.295 0.096 -0.851
O -1.221 1.706 1.053 -0.001
N -0.958 -0.576 0.052 -0.444
S -0.256 -0.217 -1.261 1.142
F 1.460 -0.514 1.219 0.130
O 1.555 -0.739 -0.987 -0.159
H -2.539 -2.193 0.045 0.091
H -1.024 -2.101 1.286 0.066
H -1.162 0.595 1.088 0.143
```

The value obtained for the highest occupied orbital energy is -9.61 eV. Its frontier orbital gap is 9.4 eV. The calculation puts the LUMO energy at -0.00941 Eh.



Relative energies, hartree: (1) 0.0041; (2) 0.0000.



(1)
Density functional theory data (wB97M-V/def2-TZVPD) for a gas-phase ion, C8H7BrF3N2O (charge +1).

```
22
Properties=species:S:1:pos:R:3:lowdin_charge:R:1
C -2.344 -1.555 -0.237 -0.143
F -4.335 -2.796 -0.240 0.202
H 0.176 -2.330 0.937 0.017
H 2.813 1.851 -0.640 0.089
H 2.735 -0.712 -0.741 0.070
C -3.923 -1.575 0.040 -0.548
C -0.344 -0.042 0.325 -0.163
C 0.969 -1.958 0.495 -0.506
H -2.335 -2.992 -1.383 0.150
H 0.968 3.047 0.280 0.095
Br 2.423 -3.097 0.094 0.835
H -1.021 2.008 0.711 0.113
F -4.503 -0.648 -0.704 0.204
C 0.855 2.028 0.170 -0.043
H -2.299 -0.123 1.022 0.181
C 1.985 1.357 -0.363 -0.010
N -1.655 -0.593 0.375 0.198
O -1.658 -2.512 -0.880 0.165
C -0.262 1.332 0.497 -0.007
C 1.987 0.015 -0.441 -0.015
F -4.180 -1.280 1.327 0.174
N 0.848 -0.726 0.032 -0.060
```

The value obtained for the highest occupied orbital energy (spin up / spin down) is -10.76 / -11.01 eV. Its frontier orbital gap (spin up / spin down) is 6.0 / 6.6 eV. The calculation puts the LUMO energy (spin up / spin down) at -0.17574 / -0.16394 Eh. As for the net charge: +1.



(2)
Density functional theory data (wB97M-V/def2-TZVPD) for a gas-phase ion, C8H7BrF3N2O (charge +1).

```
22
Properties=species:S:1:pos:R:3:lowdin_charge:R:1
N 0.880 -0.734 0.469 -0.082
C -1.713 0.067 -0.177 -0.238
C -3.194 0.537 -0.048 -0.516
H -2.250 -1.588 -0.903 0.206
F -3.778 0.619 -1.239 0.192
O -1.441 -0.993 -0.836 0.138
C 3.047 -0.013 -0.445 -0.036
C 0.184 -1.809 0.715 -0.489
F -3.211 1.784 0.466 0.159
C 2.715 1.317 -0.192 -0.056
H -0.589 -1.785 1.573 0.144
H 3.975 -0.321 -0.921 0.138
H 2.243 -1.973 -0.276 0.038
H -1.037 1.814 0.726 0.225
H 1.097 2.620 0.357 0.104
C 0.473 0.577 0.501 -0.215
N -0.823 0.824 0.418 0.198
Br 0.383 -3.437 -0.341 0.807
F -3.957 -0.274 0.714 0.174
H 3.479 2.056 -0.521 0.134
C 2.101 -0.923 -0.220 -0.067
C 1.419 1.637 0.177 0.042
```

The value obtained for the highest occupied orbital energy (spin up / spin down) is -11.12 / -11.25 eV. Its frontier orbital gap (spin up / spin down) is 6.4 / 6.6 eV. The calculation puts the LUMO energy (spin up / spin down) at -0.17168 / -0.17103 Eh. As for the net charge: +1.



Relative energies, hartree: (1) 0.0000; (2) 0.0120.



(1)
Density functional theory data (wB97M-V/def2-TZVPD) for a molecular structure, C5H6NP.

```
13
Properties=species:S:1:pos:R:3:lowdin_charge:R:1
C -1.233 1.449 1.786 -0.013
C -0.288 0.527 0.352 -0.475
P 0.147 1.417 -1.110 0.937
H -0.471 1.601 2.481 0.000
H -1.980 2.097 1.369 0.018
C 0.366 -1.601 -0.146 -0.176
H 1.391 0.256 -2.950 0.094
N -0.205 -0.739 0.672 -0.017
C 0.958 0.090 -1.846 -0.420
H 1.484 -1.960 -1.873 0.069
C 0.973 -1.221 -1.345 -0.166
H -1.783 0.540 2.127 0.035
H 0.642 -2.455 0.482 0.113
```

The value obtained for the highest occupied orbital energy is -8.96 eV. Its frontier orbital gap is 8.9 eV. The calculation puts the LUMO energy at -0.00125 Eh.



(2)
Density functional theory data (wB97M-V/def2-TZVPD) for 2 unconnected molecules or ions with the total composition C5H6NP.

```
13
Properties=species:S:1:pos:R:3:lowdin_charge:R:1
H -0.809 2.763 -0.048 0.104
H 1.394 -0.744 0.820 0.144
H 1.425 -0.408 -0.884 0.107
C -0.529 -0.622 0.026 -0.497
C -1.231 0.593 -0.039 -0.165
H 1.838 1.862 -0.171 0.114
N -0.886 -1.834 -0.019 0.128
H -3.108 -1.307 -0.165 -0.246
C 0.894 -0.189 -0.008 -0.164
C 0.893 1.299 -0.033 -0.064
P -3.728 0.009 0.059 0.620
C -0.419 1.741 -0.037 -0.107
H -0.111 -2.410 -0.107 0.025
```

The value obtained for the highest occupied orbital energy (spin up / spin down) is -7.80 / -8.78 eV. Its frontier orbital gap (spin up / spin down) is 6.8 / 8.1 eV. The calculation puts the LUMO energy (spin up / spin down) at -0.03506 / -0.02437 Eh.



Relative energies, hartree: (1) 0.0000; (2) 0.1022.



(1)
Density functional theory data (wB97M-V/def2-TZVPD) for 2 unconnected molecules or ions with the total composition C6H12NOS.

```
21
Properties=species:S:1:pos:R:3:lowdin_charge:R:1
H 1.496 -1.634 -1.583 0.074
H -0.340 1.014 2.011 0.089
C 1.890 0.056 -0.436 -0.199
H -0.396 -0.150 -1.700 0.101
H 1.292 -2.087 -0.030 0.107
C 1.078 -1.231 -0.690 -0.239
H -2.813 1.833 -0.830 -0.110
N -2.347 0.108 0.666 -0.497
O -1.925 2.300 -0.709 -0.372
H 2.929 -0.137 -0.455 0.069
H 1.682 0.797 -1.285 0.136
S -3.557 -0.525 -0.239 0.416
H 1.727 -0.247 1.706 0.103
C -0.426 -0.872 -0.894 -0.154
H -0.978 -1.241 1.302 0.155
H -0.423 1.635 0.510 0.086
C -1.057 -0.413 0.510 -0.503
C -0.102 0.690 1.023 -0.219
C 1.404 0.502 0.965 -0.218
H -0.929 -1.829 -1.186 0.087
H 1.793 1.428 1.345 0.087
```

The value obtained for the highest occupied orbital energy (spin up / spin down) is -3.55 / -2.66 eV. Its frontier orbital gap (spin up / spin down) is 7.1 / 5.8 eV. The calculation puts the LUMO energy (spin up / spin down) at 0.12927 / 0.11489 Eh. As for the net charge: -1.



(2)
Density functional theory data (wB97M-V/def2-TZVPD) for a gas-phase ion, C6H12NOS (charge -1).

```
21
Properties=species:S:1:pos:R:3:lowdin_charge:R:1
H 0.551 -1.339 -1.227 0.044
H 0.338 1.779 -2.236 0.055
H -0.399 -1.935 0.883 0.052
H 2.100 1.818 -2.055 0.053
C -0.555 -1.394 1.813 -0.153
H -1.047 0.604 2.438 0.075
H -1.453 -1.786 2.297 0.063
C -1.728 0.377 0.394 -0.303
C 1.151 1.793 -1.504 -0.182
N -1.381 -0.011 -0.958 -0.161
C 1.066 0.603 -0.599 -0.714
O -1.202 -1.279 -1.158 -0.284
H 2.056 -1.270 -0.283 0.056
H -2.670 -0.107 0.699 0.103
C 1.485 -0.734 -1.044 -0.180
H 1.064 2.713 -0.927 0.042
H -1.893 1.461 0.345 0.094
H 0.296 -1.560 2.475 0.053
S 0.904 0.891 1.107 0.836
C -0.722 0.091 1.521 -0.611
H 2.041 -0.715 -1.982 0.061
```

The value obtained for the highest occupied orbital energy (spin up / spin down) is -2.00 / -2.23 eV. Its frontier orbital gap (spin up / spin down) is 5.5 / 5.8 eV. The calculation puts the LUMO energy (spin up / spin down) at 0.12884 / 0.12988 Eh. As for the net charge: -1.



Relative energies, hartree: (1) 0.0000; (2) 0.0057.



(1)
Density functional theory data (wB97M-V/def2-TZVPD) for 9 unconnected molecules or ions with the total composition H20NO8.

```
29
Properties=species:S:1:pos:R:3:lowdin_charge:R:1
O 1.343 3.272 0.710 -0.059
O -0.025 -1.681 2.468 -0.043
H -4.192 1.247 -0.946 0.050
H -0.527 -1.950 -0.236 0.111
O -0.851 1.807 -0.300 -0.055
H -3.319 -1.584 -1.266 0.055
H 1.614 -3.155 1.328 0.045
O -2.585 -1.218 -1.773 -0.063
H -4.585 0.713 0.345 0.060
O 1.806 -0.056 -1.883 -0.038
H 1.389 3.923 1.418 0.062
H 3.485 1.171 1.657 0.066
O 1.507 -2.723 0.475 -0.060
H 2.252 2.962 0.601 0.024
H 3.377 1.029 0.280 0.051
O -4.106 0.421 -0.448 -0.063
N -0.371 -0.956 -0.358 0.249
H 2.315 -2.885 -0.027 0.057
H 2.496 -0.379 -2.475 0.067
H -0.643 -0.461 0.487 0.105
H 0.613 -0.756 -0.553 0.067
H 1.697 0.873 -2.121 0.065
H -3.004 -1.065 -2.629 0.069
H -0.883 -0.710 -1.212 0.087
H -1.683 2.206 -0.561 0.036
O 2.751 1.042 1.028 -0.065
H 0.573 -1.134 2.988 0.058
H -0.244 -2.431 3.032 0.058
H -0.202 2.477 -0.027 0.004
```

The value obtained for the highest occupied orbital energy is -14.00 eV. Its frontier orbital gap is 11.4 eV. The calculation puts the LUMO energy at -0.09467 Eh. As for the net charge: +1.



(2)
Density functional theory data (wB97M-V/def2-TZVPD) for 9 unconnected molecules or ions with the total composition H20NO8.

```
29
Properties=species:S:1:pos:R:3:lowdin_charge:R:1
H -2.030 0.944 2.423 0.117
H -0.070 0.160 2.797 0.049
N -0.124 0.388 -0.860 0.379
O 3.168 0.519 -0.351 -0.111
O -2.673 1.067 1.606 -0.104
H -0.662 0.130 -0.163 0.032
H -3.457 1.627 1.626 0.064
O -0.070 -0.595 2.183 -0.104
H 0.794 -3.066 -0.882 0.119
H 0.726 0.802 -0.346 0.151
H 0.122 -0.304 -1.616 0.150
H -0.761 -2.910 -0.295 0.000
H -0.495 -1.451 -4.673 0.044
H 2.948 -0.114 1.181 -0.003
H -0.495 1.155 -1.156 0.054
O 0.922 3.256 0.494 -0.016
H 1.355 3.757 -0.170 0.029
H 3.689 1.310 -0.735 0.121
H 3.551 -0.246 -0.916 0.123
H 3.452 -1.291 2.073 0.067
O -3.861 -1.359 0.771 -0.134
H 0.688 -1.184 1.878 0.054
H -0.933 -0.053 -4.716 0.093
O -0.403 -0.675 -4.098 -0.102
O -0.161 -2.665 -0.946 -0.064
H 0.071 3.621 0.672 0.033
H -4.674 -1.460 1.291 0.031
H -3.270 -0.567 1.100 0.025
O 2.645 -0.793 1.837 -0.096
```

The value obtained for the highest occupied orbital energy is -13.08 eV. Its frontier orbital gap is 10.0 eV. The calculation puts the LUMO energy at -0.11436 Eh. As for the net charge: +1.



Relative energies, hartree: (1) 0.0000; (2) 0.0919.



(1)
Density functional theory data (wB97M-V/def2-TZVPD) for 2 unconnected molecules or ions with the total composition C2H2BrN3.

```
8
Properties=species:S:1:pos:R:3:lowdin_charge:R:1
N -1.194 1.997 -0.161 0.173
N -2.826 3.799 -0.001 0.191
Br -3.289 -1.009 0.001 -0.248
C -2.110 2.902 -0.074 -0.298
N -0.023 -0.076 -0.164 0.173
H -0.275 -1.053 -0.206 0.095
C -0.953 0.808 -0.181 -0.234
H 0.952 0.175 -0.030 0.149
```

The value obtained for the highest occupied orbital energy (spin up / spin down) is -9.25 / -9.25 eV. Its frontier orbital gap (spin up / spin down) is 6.9 / 6.8 eV. The calculation puts the LUMO energy (spin up / spin down) at -0.08761 / -0.08808 Eh.



(2)
Density functional theory data (wB97M-V/def2-TZVPD) for 2 unconnected molecules or ions with the total composition C2H2BrN3.

```
8
Properties=species:S:1:pos:R:3:lowdin_charge:R:1
N 0.159 -0.627 -3.260 0.216
Br -0.574 0.922 1.779 0.424
N 2.015 0.424 -2.452 0.158
N 3.422 1.614 -0.936 0.149
C 2.729 1.041 -1.635 -0.377
C 0.880 0.157 -2.719 -0.224
H 0.536 0.421 1.364 -0.430
H -0.765 -0.530 -3.636 0.085
```

The value obtained for the highest occupied orbital energy is -10.40 eV. Its frontier orbital gap is 9.8 eV. The calculation puts the LUMO energy at -0.02044 Eh.



Relative energies, hartree: (1) 0.0093; (2) 0.0000.